DFT (the ωB97M-V functional and the def2-TZVPD basis) results for C4H11NS2 in the gas phase in a non-equilibrium geometry.

Structure (XYZ):
```
18
Properties=species:S:1:pos:R:3:forces:R:3
S 0.912 -1.826 -2.052 -0.078 1.652 0.034
S 0.727 0.390 -1.878 1.825 -0.634 0.424
C 1.902 0.905 -0.379 -1.462 -0.068 -0.647
C 1.006 1.144 0.909 2.924 0.575 -1.021
C -0.376 0.676 0.819 -3.653 -0.190 -0.713
N -0.669 -0.768 0.795 -2.179 -0.232 0.203
C -2.027 -1.059 0.177 0.966 -0.091 3.806
H -0.270 -1.878 -2.710 0.248 -0.004 0.246
H 2.527 1.810 -0.629 -1.113 -0.831 -0.230
H 2.626 0.125 -0.244 0.094 -0.681 -0.027
H 1.102 2.215 1.033 -0.877 0.437 0.129
H 1.624 0.810 1.741 -0.426 -0.686 0.297
H -1.017 0.999 1.680 0.878 0.334 -0.421
H -0.922 1.176 -0.109 1.297 -0.734 1.635
H -0.082 -1.483 0.464 1.710 -0.044 -0.592
H -2.581 -1.906 0.737 1.204 0.917 -1.297
H -1.932 -1.145 -0.871 -0.396 -0.223 -1.234
H -2.549 -0.186 0.517 -0.961 0.503 -0.592
```
Positions in Å, forces in eV/Å.

The total energy is -1010.05148 a.u. For the highest occupied orbital energy, the calculation gives -8.173 eV. As for the energy relative to the best compared isomer or geometry (same formula, charge and spin): 2.365 eV. As for the SMILES: CNCCCSS.

DFT (the ωB97M-V functional and the def2-TZVPD basis) results for C4H6O2 in the gas phase in a non-equilibrium geometry.

Structure (XYZ):
```
12
Properties=species:S:1:pos:R:3:forces:R:3
C -1.178 1.762 -0.737 0.095 0.453 1.398
C -0.278 0.563 -0.683 -0.429 -0.176 -2.102
C 0.743 -0.986 0.713 0.261 -1.719 1.233
C 0.808 -1.698 1.881 1.410 0.703 -2.799
H -2.078 1.440 -1.304 0.518 0.503 0.508
H -1.379 2.066 0.331 -0.253 -0.114 -1.323
H -0.655 2.592 -1.253 -0.424 -0.573 0.173
H 1.174 -1.223 -0.254 0.441 -0.642 0.407
H 0.335 -1.359 2.793 0.021 -0.198 -0.044
H 1.557 -2.542 1.825 -1.274 0.961 0.470
O 0.052 0.004 -1.707 0.331 -0.033 0.979
O 0.007 0.143 0.558 -0.696 0.836 1.099
```
Positions in Å, forces in eV/Å.

The total energy is -306.46648 a.u. For the highest occupied orbital energy, the calculation gives -9.588 eV. As for the energy relative to the best compared isomer or geometry (same formula, charge and spin): 1.083 eV. As for the SMILES: C=COC(C)=O.

DFT (the ωB97M-V functional and the def2-TZVPD basis) results for C6H10N2 in the gas phase in a non-equilibrium geometry.

Structure (XYZ):
```
18
Properties=species:S:1:pos:R:3:forces:R:3
C 1.529 1.113 0.085 -0.322 -0.352 -0.035
C 0.796 -1.185 -0.014 -0.401 0.463 -0.352
C -0.855 -1.143 -0.063 0.204 -0.866 1.183
C -1.449 1.174 0.060 -1.015 -0.749 -0.420
C 0.025 0.790 0.152 -0.031 2.301 0.431
C -0.066 -0.480 1.016 1.288 -1.026 -2.667
H 1.996 1.216 1.058 0.276 -0.093 0.286
H 1.789 1.975 -0.528 -0.028 -0.199 -0.165
H 2.778 -0.564 -0.411 -0.370 0.049 0.156
H 1.179 -2.188 -0.062 0.039 -0.405 0.598
H -1.355 -2.108 0.122 0.569 0.194 -0.271
H -2.731 -0.444 -0.373 -0.201 -0.256 -0.021
H -2.037 1.209 1.003 0.574 0.266 -0.307
H -1.754 1.989 -0.610 0.367 -0.174 0.261
H 0.053 0.583 -0.935 -0.245 -0.700 0.481
H -0.102 -0.494 2.101 0.011 0.069 -0.084
N 1.838 -0.217 -0.609 -0.952 0.106 0.829
N -1.796 -0.181 -0.646 0.236 1.373 0.099
```
Positions in Å, forces in eV/Å.

The total energy is -343.94183 a.u. For the highest occupied orbital energy, the calculation gives -8.215 eV. As for the energy relative to the best compared isomer or geometry (same formula, charge and spin): 5.303 eV. As for the SMILES: C1N[C@@H]2[C@@H]3NC[C@@H]1[C@H]23.

DFT (the ωB97M-V functional and the def2-TZVPD basis) results for a molecular structure, C26H31As2ClO3Pb in a non-equilibrium geometry.

Structure (XYZ):
```
64
Properties=species:S:1:pos:R:3:forces:R:3
Pb -0.374 0.639 -0.602 -0.055 0.491 -0.477
C 0.621 0.150 3.265 0.036 0.128 -0.077
As -0.762 -0.472 2.037 0.008 -0.539 0.848
C -2.355 -0.138 3.124 0.020 0.213 -0.221
C -0.700 -2.424 2.297 0.038 0.093 -0.179
C -0.509 -2.962 3.565 0.006 0.086 0.027
C -0.549 -4.332 3.770 0.012 -0.019 0.013
C -0.763 -5.179 2.693 0.026 -0.002 0.011
C -0.938 -4.654 1.422 -0.042 0.003 -0.077
C -0.925 -3.278 1.211 0.081 0.109 0.051
As -1.180 -2.475 -0.562 -0.303 -0.516 -0.054
C -1.507 -4.083 -1.646 0.161 0.110 -0.017
C -3.072 -1.969 -0.347 0.019 0.109 0.021
H 0.335 0.014 4.306 -0.037 -0.069 -0.016
H 0.759 1.214 3.074 -0.059 -0.003 0.019
H 1.563 -0.360 3.068 -0.046 -0.070 -0.034
H -2.404 -0.865 3.931 0.072 0.001 0.013
H -3.250 -0.218 2.510 0.011 -0.024 -0.015
H -2.297 0.877 3.512 0.015 0.017 -0.038
H -0.325 -2.301 4.406 -0.030 -0.031 0.022
H -0.416 -4.736 4.765 0.029 0.004 -0.006
H -0.793 -6.251 2.843 0.011 0.000 -0.007
H -1.090 -5.327 0.588 -0.028 -0.017 0.022
H -2.359 -4.656 -1.284 0.004 0.036 0.068
H -0.620 -4.714 -1.668 0.009 0.027 0.014
H -1.706 -3.754 -2.666 -0.003 0.030 0.019
H -3.629 -2.718 0.214 0.073 -0.046 0.011
H -3.525 -1.848 -1.331 0.063 0.011 -0.025
H -3.134 -1.011 0.171 -0.040 -0.016 -0.005
C 1.968 0.222 -0.836 -0.114 -0.021 -0.083
C 1.822 -0.455 -2.151 0.030 0.035 -0.172
C 2.012 -1.833 -2.312 -0.032 0.028 0.103
C 1.736 -2.462 -3.513 0.055 -0.005 -0.033
C 1.256 -1.735 -4.597 -0.021 -0.027 -0.055
C 1.089 -0.365 -4.473 0.031 -0.002 0.016
C 1.369 0.266 -3.268 0.073 -0.027 0.087
H 2.501 1.168 -0.928 -0.161 0.122 0.076
H 2.473 -0.402 -0.101 -0.149 -0.009 0.096
H 2.379 -2.412 -1.472 -0.012 0.000 0.003
H 1.915 -3.525 -3.617 -0.047 -0.006 0.032
H 1.022 -2.232 -5.529 0.049 0.007 -0.005
H 0.748 0.218 -5.319 -0.025 0.007 0.020
H 1.261 1.345 -3.192 -0.052 -0.010 0.010
C -2.630 7.651 -1.760 0.003 -0.099 -0.016
C -3.059 6.339 -2.353 0.049 0.045 0.060
C -3.572 6.262 -3.636 0.045 -0.076 0.012
C -3.908 5.034 -4.187 -0.002 0.006 0.122
Cl -4.532 4.966 -5.808 -0.030 -0.014 -0.080
C -3.750 3.872 -3.459 -0.049 0.034 -0.075
C -3.259 3.939 -2.162 0.061 -0.068 0.146
C -2.911 5.160 -1.606 -0.090 0.114 -0.223
O -2.414 5.336 -0.353 0.077 0.042 -0.004
C -2.501 4.287 0.579 -0.024 -0.229 0.003
C -1.467 3.168 0.444 0.159 0.067 0.171
O -1.504 2.286 1.341 -0.001 -0.053 -0.164
O -0.688 3.156 -0.537 0.126 -0.080 -0.043
H -2.754 8.457 -2.481 -0.005 0.011 0.008
H -1.581 7.594 -1.466 -0.009 0.080 0.032
H -3.203 7.887 -0.862 0.010 -0.001 0.009
H -3.707 7.167 -4.214 0.023 -0.009 -0.026
H -3.995 2.917 -3.903 -0.024 -0.001 0.017
H -3.114 3.022 -1.610 -0.006 -0.017 0.008
H -3.488 3.810 0.547 0.004 0.065 0.025
H -2.380 4.743 1.560 0.007 -0.026 0.014
```
Positions in Å, forces in eV/Å.

The total energy is -6359.63648 a.u. For the highest occupied orbital energy, the calculation gives -7.634 eV. As for the energy relative to the best compared isomer or geometry (same formula, charge and spin): 0.229 eV.

DFT (the ωB97M-V functional and the def2-TZVPD basis) results for a molecular structure, C26H36F30Li4N7O20S10 in a non-equilibrium geometry.

Structure (XYZ):
```
133
Properties=species:S:1:pos:R:3:forces:R:3
Li 0.338 1.040 4.955 -0.137 1.068 -0.033
Li 0.739 -0.810 -2.875 -0.027 0.453 -0.125
Li -0.525 -0.615 2.714 -0.482 0.292 -0.444
Li -1.320 4.316 0.144 0.423 -0.728 -0.176
C -6.758 3.734 -4.394 0.924 -0.184 2.032
C -6.629 2.617 -3.313 -0.852 -0.339 -0.248
C -6.197 1.297 -3.959 -1.337 0.501 0.113
N -5.982 0.119 -3.027 1.160 -0.447 -0.516
C -4.738 0.379 -2.159 -1.037 -0.886 0.357
C -5.817 -1.196 -3.892 0.887 0.741 0.356
C -6.424 -2.303 -3.107 0.677 -2.020 0.232
C -7.452 -1.759 -2.194 -1.269 1.426 1.420
C -7.235 -0.234 -2.227 -1.024 0.900 -1.394
H -7.111 4.604 -3.839 -0.166 0.138 -0.250
H -7.398 3.590 -5.264 0.476 -0.356 0.027
H -5.687 3.902 -4.505 -0.189 0.554 -1.497
H -7.572 2.532 -2.773 0.016 -0.276 0.152
H -5.862 2.960 -2.618 -0.044 -0.026 0.161
H -5.344 1.567 -4.580 0.401 -0.952 0.152
H -7.012 0.943 -4.590 0.105 0.211 -0.307
H -4.991 0.953 -1.267 -0.349 0.155 -0.274
H -3.946 0.899 -2.698 -0.125 -0.498 -0.293
H -4.471 -0.610 -1.786 0.519 0.163 -0.214
H -4.771 -1.395 -4.122 0.074 0.539 -0.051
H -6.378 -1.135 -4.825 0.086 0.829 0.103
H -5.769 -2.906 -2.478 0.723 0.238 -0.378
H -6.784 -2.989 -3.874 -0.364 -0.239 0.345
H -7.450 -2.031 -1.138 0.662 -0.695 -0.153
H -8.472 -2.002 -2.492 -0.004 0.299 -0.241
H -7.326 0.361 -1.318 0.407 -0.344 0.068
H -8.034 0.107 -2.886 -0.023 0.477 0.081
C 6.431 1.826 0.517 0.563 1.624 0.440
C 6.436 0.394 0.884 1.294 -2.065 -0.774
C 5.909 -0.101 2.215 0.024 1.525 -1.037
N 6.970 -0.525 3.266 -1.771 0.938 0.020
C 7.988 -1.586 2.770 -0.745 1.374 1.042
C 7.610 0.675 4.028 2.187 0.062 0.992
C 6.953 0.885 5.437 -0.261 0.145 -0.954
C 5.665 0.123 5.258 -0.943 -0.676 -0.405
C 6.072 -1.090 4.348 -0.189 0.124 1.616
H 6.982 1.989 -0.409 -0.411 -0.163 -0.232
H 7.039 2.378 1.234 0.022 0.219 0.306
H 5.479 2.357 0.487 -0.203 -0.391 -0.201
H 7.474 0.067 0.833 0.382 0.060 -0.041
H 6.027 -0.233 0.092 -0.510 0.185 -0.096
H 5.192 -0.885 1.969 0.456 -0.479 0.755
H 5.333 0.748 2.584 0.054 -0.292 0.843
H 8.310 -1.931 3.753 0.501 -0.656 -0.554
H 8.802 -1.120 2.216 -0.213 0.078 0.128
H 7.486 -2.329 2.150 -0.083 0.052 0.301
H 8.660 0.438 4.193 0.035 -0.714 -0.050
H 7.784 1.618 3.510 -1.171 -0.264 -0.814
H 7.492 0.546 6.322 0.490 -0.688 -0.532
H 6.841 1.941 5.685 -0.358 0.103 -0.536
H 5.208 -0.156 6.207 0.200 -0.524 -0.081
H 4.872 0.698 4.779 0.201 0.174 -0.255
H 6.641 -1.767 4.986 0.245 -0.081 -0.191
H 5.258 -1.660 3.899 0.063 0.236 0.099
C 2.177 -3.127 -1.016 1.364 -0.493 -2.161
F 2.049 -4.386 -0.648 0.038 -0.316 0.803
F 0.982 -2.583 -1.086 -0.823 0.545 0.304
F 2.947 -2.444 -0.165 -0.414 -0.358 -0.071
S 2.900 -3.191 -2.825 -2.411 -0.075 -4.136
O 4.295 -3.492 -2.803 -0.023 0.071 1.250
O 2.107 -4.067 -3.717 0.659 1.571 3.057
N 2.508 -1.565 -3.368 1.628 -2.317 1.879
S 3.968 -0.889 -3.303 1.579 2.340 -0.770
O 4.530 -0.804 -1.927 -0.692 0.166 -1.923
O 4.797 -1.313 -4.425 -0.389 0.461 1.561
C 3.574 1.011 -3.844 -0.811 -4.031 -0.856
F 2.259 1.198 -3.626 0.617 0.929 0.119
F 4.347 1.794 -3.148 -0.006 0.990 0.019
F 3.783 1.099 -5.178 0.079 0.540 1.422
C -1.908 -3.778 -3.899 2.913 2.257 -0.455
F -0.909 -4.201 -3.075 -1.803 0.672 -0.336
F -2.440 -4.796 -4.489 -1.295 -0.364 0.568
F -2.743 -2.864 -3.287 0.185 -2.091 0.120
S -1.128 -2.737 -5.274 6.485 -2.949 -4.370
O 0.062 -3.462 -5.911 -4.238 1.405 2.699
O -2.171 -2.431 -6.249 0.428 -0.014 1.935
N -0.291 -1.443 -4.478 -2.953 -3.909 -1.417
S -1.168 -0.234 -4.810 1.267 5.382 1.801
O -2.613 -0.316 -4.779 0.552 0.522 0.046
O -0.489 0.754 -3.890 -1.710 -0.543 -2.184
C -0.649 0.271 -6.659 1.228 -2.116 -1.968
F -0.172 1.480 -6.839 -0.394 0.791 0.966
F 0.385 -0.566 -7.044 -1.012 0.584 1.190
F -1.580 0.059 -7.617 -0.292 0.359 1.353
C -4.334 2.589 1.584 -0.285 1.389 -1.998
F -4.052 2.830 0.212 -0.363 0.155 2.172
F -5.240 3.473 2.030 1.056 -0.453 -0.791
F -4.874 1.403 1.652 0.542 -0.228 0.297
S -2.771 2.755 2.650 -1.807 -3.070 3.060
O -3.410 3.165 3.930 1.752 -0.555 -3.102
O -2.162 1.401 2.661 -0.970 2.437 -0.516
N -1.728 3.921 2.005 -2.460 -2.010 -0.922
S -0.841 4.159 3.246 3.446 1.720 4.243
O -1.414 5.093 4.194 1.177 -0.820 -1.207
O -0.304 2.892 3.839 -0.214 1.896 -0.896
C 0.738 5.106 2.435 -1.026 -0.085 1.100
F 1.817 4.754 3.105 -0.077 -0.355 -0.386
F 0.877 4.737 1.116 -0.343 0.945 1.103
F 0.585 6.435 2.630 -0.125 -1.516 -1.144
C -2.432 -2.126 0.339 1.068 -2.716 -0.859
F -2.459 -2.200 1.663 -0.199 0.451 -0.068
F -1.632 -3.239 -0.074 -2.103 2.790 0.467
F -3.719 -2.259 -0.151 2.767 0.530 0.706
S -1.592 -0.459 -0.189 0.422 0.725 -1.616
O -1.171 -0.524 -1.588 -1.165 -1.133 2.401
O -2.579 0.521 0.119 -0.943 -0.474 0.125
N -0.241 -0.095 0.864 -2.517 -2.197 -1.409
S 0.513 0.938 -0.041 3.443 0.226 -2.747
O 1.143 0.325 -1.251 -0.769 2.166 3.273
O -0.237 2.184 -0.191 0.930 -0.438 0.063
C 1.950 1.301 1.204 0.703 0.028 -2.463
F 1.402 1.397 2.363 -1.316 1.289 2.351
F 2.873 0.377 1.371 0.402 -1.020 -0.983
F 2.596 2.417 0.810 -0.843 -0.326 0.466
C 1.330 -2.952 3.409 -1.500 0.579 3.351
F 0.421 -3.837 3.804 0.606 0.075 -1.138
F 2.509 -3.448 3.346 1.217 -0.717 -0.670
F 0.973 -2.320 2.316 -0.187 0.152 -0.676
S 1.375 -1.715 4.914 1.621 -0.958 1.743
O 1.465 -2.492 6.175 -0.767 1.569 -3.474
O 2.470 -0.781 4.728 -0.953 0.202 -0.716
N -0.152 -0.812 4.600 3.699 -0.707 -0.815
S -1.023 -1.457 5.713 -7.143 -2.003 3.685
O -1.378 -2.859 5.489 0.982 1.902 -0.137
O -0.659 -1.027 7.041 0.408 0.172 -0.795
C -2.858 -0.578 5.574 2.006 -0.643 2.270
F -3.365 -0.629 4.370 -0.286 0.335 -0.224
F -3.623 -1.252 6.460 0.581 0.314 -1.189
F -2.732 0.672 6.080 -0.191 -0.534 -1.177
```
Positions in Å, forces in eV/Å.

The total energy is -9907.93401 a.u. For the highest occupied orbital energy, the calculation gives -10.416 eV. The charge is +1.

DFT (the ωB97M-V functional and the def2-TZVPD basis) results for 2 unconnected molecules or ions with the total composition C5H11NO.

Structure (XYZ):
```
18
Properties=species:S:1:pos:R:3:forces:R:3
C -1.091 -1.729 0.304 0.038 -0.054 0.069
C 1.301 0.794 1.387 -0.201 -0.080 -0.153
N 0.523 1.158 0.459 0.274 -0.171 0.415
C -0.089 2.462 0.555 -0.029 0.114 -0.031
C 0.109 -1.631 -0.611 0.276 -0.003 0.076
O 1.212 -1.973 -0.238 -0.304 -0.003 -0.141
C -0.112 -1.025 -1.975 0.025 -0.032 0.007
H -0.783 -2.200 1.241 -0.112 0.077 -0.132
H -1.896 -2.310 -0.164 0.132 0.118 0.063
H -1.465 -0.719 0.507 0.015 -0.186 -0.082
H 1.751 -0.194 1.315 0.074 0.079 0.054
H 1.523 1.411 2.271 -0.057 -0.015 -0.162
H 0.331 3.071 -0.251 -0.163 0.111 0.121
H -1.164 2.357 0.369 0.161 0.122 0.057
H 0.076 2.956 1.527 -0.031 -0.050 -0.216
H 0.693 -1.306 -2.660 -0.152 0.022 0.161
H -0.077 0.059 -1.814 -0.091 -0.145 -0.129
H -1.089 -1.302 -2.385 0.145 0.095 0.022
```
Positions in Å, forces in eV/Å.

The total energy is -327.07167 a.u. For the highest occupied orbital energy, the calculation gives -9.360 eV. As for the energy relative to the best compared isomer or geometry (same formula, charge and spin): 1.624 eV. As for the SMILES: CC(C)=O.C=NC.